1.
C23H25CrN6O2 | wB97M-V/def2-TZVPD

Last column: Löwdin charge in e.
Cartesian coordinates (Å):
Cr: 0.160 0.540 -0.234  0.87
C: -0.364 3.443 0.166  -0.09
N: 0.540 2.451 0.788  -0.26
C: 1.938 2.980 0.507  -0.16
C: 3.137 2.049 0.826  -0.16
C: 3.297 0.771 0.010  -0.16
N: 2.102 -0.146 0.179  -0.06
C: 2.312 -1.369 0.604  -0.08
C: 1.506 -2.504 0.184  -0.13
C: 1.869 -3.828 0.492  -0.07
C: 1.168 -4.919 0.011  -0.11
C: 0.114 -4.776 -0.917  -0.07
C: -0.316 -3.512 -1.239  0.00
C: 0.360 -2.318 -0.749  -0.28
O: -0.008 -1.172 -1.231  -0.13
C: 0.246 2.434 2.252  -0.18
C: 0.629 1.196 3.030  -0.16
C: -0.217 -0.088 2.822  -0.18
N: -0.888 -0.042 1.510  -0.05
C: -2.100 -0.535 1.402  -0.06
C: -2.935 -0.527 0.240  -0.14
C: -4.040 -1.412 0.258  -0.04
C: -4.753 -1.633 -0.907  -0.10
C: -4.500 -0.804 -2.005  -0.07
C: -3.602 0.260 -1.956  0.01
C: -2.661 0.356 -0.899  -0.32
O: -1.640 1.151 -0.933  -0.16
H: -0.347 4.462 0.644  0.12
H: -1.384 3.084 0.201  0.08
H: -0.081 3.495 -0.874  0.08
H: 2.043 3.945 1.020  0.12
H: 1.960 3.200 -0.565  0.11
H: 3.113 1.789 1.913  0.10
H: 4.077 2.594 0.815  0.11
H: 4.177 0.238 0.389  0.11
H: 3.404 0.967 -1.059  0.12
H: 3.064 -1.563 1.359  0.13
H: 2.729 -4.041 1.128  0.11
H: 1.537 -5.917 0.209  0.09
H: -0.414 -5.644 -1.218  0.09
H: -1.159 -3.296 -1.895  0.12
H: -0.850 2.596 2.279  0.13
H: 0.754 3.298 2.689  0.13
H: 0.619 1.453 4.104  0.12
H: 1.684 0.915 2.825  0.09
H: -0.965 -0.135 3.634  0.12
H: 0.438 -0.969 2.893  0.12
H: -2.465 -1.062 2.282  0.13
H: -4.209 -1.925 1.209  0.11
H: -5.475 -2.399 -0.973  0.08
H: -4.978 -1.035 -2.955  0.11
H: -3.622 0.993 -2.760  0.12
N: 0.898 1.336 -1.983  0.06
C: 0.782 1.241 -3.177  -0.25
N: 0.492 1.138 -4.413  0.09
C: 1.188 1.487 -5.434  -0.43
N: 1.636 1.712 -6.496  0.08

Output
2S+1: 4
HOMO level (spin up / spin down), hartree: -0.292 / -0.294
Expectation value of S²: 3.78
Lowest unoccupied orbital energy (spin up / spin down), eV: -0.5 / -0.6

2.
C19H25N3O3 | wB97M-V/def2-TZVPD

Last column: Löwdin charge in e.
Cartesian coordinates (Å):
C: -6.275 -1.374 -1.359  -0.10
N: -5.164 -0.995 -0.515  -0.23
C: -4.988 0.442 -0.460  -0.18
H: -5.930 0.898 -0.146  0.12
C: -3.893 0.790 0.554  -0.13
N: -2.661 0.141 0.181  -0.05
C: -1.528 0.718 -0.283  -0.46
O: -0.625 0.055 -0.761  0.07
C: -1.378 2.226 -0.119  -0.09
C: -1.166 2.633 1.346  -0.14
C: -0.139 1.725 2.028  -0.18
H: 0.061 2.074 3.049  0.14
H: -0.538 0.708 2.074  0.11
O: 1.061 1.758 1.282  -0.03
C: 1.703 0.607 0.991  -0.22
C: 1.557 -0.572 1.642  0.08
C: 2.253 -1.769 1.252  -0.43
O: 2.114 -2.841 1.823  0.03
N: 3.121 -1.652 0.171  -0.01
C: 3.332 -0.470 -0.490  -0.14
C: 4.231 -0.380 -1.563  -0.02
C: 4.432 0.815 -2.216  -0.08
C: 3.748 1.962 -1.828  -0.09
C: 2.861 1.896 -0.780  -0.01
C: 2.641 0.695 -0.101  -0.07
H: 2.319 2.771 -0.457  0.12
H: 3.913 2.894 -2.348  0.10
H: 5.130 0.858 -3.039  0.10
H: 4.777 -1.250 -1.889  0.10
C: 3.807 -2.856 -0.246  -0.02
H: 3.467 -3.653 0.416  0.09
H: 3.553 -3.110 -1.276  0.10
H: 4.887 -2.744 -0.146  0.10
H: 0.899 -0.699 2.487  0.12
H: -0.812 3.665 1.375  0.12
H: -2.095 2.573 1.915  0.11
H: -2.228 2.760 -0.544  0.11
H: -0.487 2.494 -0.688  0.12
C: -2.823 -1.296 0.073  -0.12
C: -3.924 -1.629 -0.929  -0.18
H: -4.076 -2.710 -0.955  0.12
H: -3.614 -1.295 -1.936  0.13
H: -1.870 -1.721 -0.244  0.12
H: -3.096 -1.690 1.057  0.13
H: -3.774 1.870 0.606  0.11
H: -4.197 0.417 1.539  0.13
H: -4.711 0.858 -1.448  0.13
H: -7.186 -0.914 -0.977  0.08
H: -6.139 -1.066 -2.408  0.09
H: -6.392 -2.456 -1.326  0.08

Output
SMILES string: CN1CCN(C(=O)CCCOc2cc(=O)n(C)c3ccccc23)CC1
HOMO level, hartree: -0.294
Lowest unoccupied orbital energy, eV: 0.7

3.
C47H104O37 | wB97M-V/def2-TZVPD

Last column: Löwdin charge in e.
Cartesian coordinates (Å):
C: -0.081 -4.043 -4.263  -0.10
O: -0.737 -2.874 -4.784  -0.21
C: -2.180 -3.057 -4.682  -0.17
C: -2.822 -1.760 -5.140  -0.17
O: -2.516 -0.567 -4.365  -0.20
C: -3.254 0.545 -4.779  -0.10
H: -0.308 -4.944 -4.874  0.10
H: -0.357 -4.250 -3.203  0.08
H: 1.009 -4.033 -4.358  0.07
H: -2.419 -3.339 -3.682  0.11
H: -2.462 -3.845 -5.332  0.11
H: -3.924 -1.933 -5.207  0.13
H: -2.459 -1.619 -6.163  0.12
H: -2.950 0.852 -5.769  0.09
H: -3.029 1.264 -4.014  0.06
H: -4.329 0.272 -4.721  0.10
C: 0.576 5.833 -0.181  -0.09
O: 0.588 5.331 1.180  -0.18
C: -0.337 4.255 1.432  -0.17
C: -1.819 4.648 1.408  -0.19
O: -2.312 5.213 2.594  -0.16
C: -1.909 4.504 3.741  -0.11
H: 1.358 6.552 -0.443  0.09
H: -0.388 6.196 -0.486  0.07
H: 0.872 5.005 -0.886  0.06
H: -0.058 3.802 2.344  0.08
H: -0.177 3.501 0.733  0.10
H: -2.262 3.755 1.022  0.09
H: -2.035 5.475 0.707  0.13
H: -2.663 4.838 4.423  0.08
H: -0.938 4.721 4.221  0.10
H: -2.110 3.419 3.607  0.10
C: 5.168 2.825 -6.486  -0.16
O: 3.887 2.283 -6.473  -0.17
C: 3.790 1.210 -5.455  -0.19
C: 2.515 0.530 -5.642  -0.22
O: 2.516 -0.418 -6.735  -0.19
C: 1.246 -0.938 -6.982  -0.14
H: 5.468 3.292 -5.486  0.10
H: 5.218 3.590 -7.248  0.08
H: 5.971 2.053 -6.639  0.09
H: 3.806 1.616 -4.415  0.13
H: 4.634 0.455 -5.499  0.14
H: 1.836 1.318 -5.906  0.13
H: 2.237 0.001 -4.720  0.10
H: 0.682 -0.342 -7.802  0.12
H: 0.570 -0.946 -6.140  0.06
H: 1.347 -1.974 -7.257  0.08
C: 2.856 -4.818 -1.459  -0.08
O: 3.548 -4.797 -0.227  -0.18
C: 4.580 -5.668 -0.023  -0.26
C: 5.167 -5.287 1.284  -0.23
O: 5.884 -4.090 1.197  -0.18
C: 7.235 -4.352 0.818  -0.09
H: 3.500 -4.539 -2.336  0.09
H: 2.107 -4.097 -1.345  0.06
H: 2.376 -5.844 -1.694  0.12
H: 5.272 -5.692 -0.864  0.13
H: 4.320 -6.782 0.012  0.15
H: 5.724 -6.144 1.665  0.13
H: 4.276 -5.093 1.913  0.12
H: 7.284 -5.316 0.350  0.07
H: 7.998 -4.357 1.671  0.11
H: 7.534 -3.517 0.183  0.09
C: 1.513 -4.418 2.752  -0.11
O: 1.934 -5.580 3.409  -0.17
C: 2.335 -5.321 4.724  -0.21
C: 3.760 -4.774 4.889  -0.13
O: 3.741 -3.382 4.401  -0.23
C: 4.809 -2.623 4.888  -0.11
H: 0.644 -4.012 3.400  0.12
H: 1.175 -4.701 1.741  0.08
H: 2.328 -3.675 2.639  0.06
H: 2.371 -6.193 5.329  0.11
H: 1.652 -4.634 5.195  0.12
H: 4.462 -5.326 4.271  0.12
H: 4.001 -4.721 5.935  0.12
H: 5.758 -3.055 4.601  0.09
H: 4.687 -2.547 5.955  0.08
H: 4.777 -1.620 4.531  0.07
C: 2.256 1.435 -1.091  0.01
O: 3.619 1.883 -0.782  -0.03
C: 3.897 3.196 -0.637  -0.57
O: 3.053 4.017 -0.356  0.11
O: 5.209 3.433 -0.686  0.00
C: 5.680 4.733 -0.420  -0.04
H: 1.645 2.333 -1.089  0.08
H: 1.997 0.728 -0.258  0.10
H: 2.433 0.991 -2.087  0.08
H: 6.744 4.607 -0.290  0.09
H: 5.243 5.065 0.531  0.10
H: 5.439 5.441 -1.207  0.10
C: 2.489 -0.977 2.388  -0.07
O: 1.987 0.286 2.176  -0.04
C: 2.726 1.269 2.645  -0.61
O: 3.825 1.206 3.163  0.12
O: 2.012 2.402 2.521  -0.01
C: 2.595 3.519 3.169  -0.02
H: 2.389 -1.209 3.484  0.10
H: 3.564 -1.009 2.116  0.11
H: 1.775 -1.638 1.832  0.11
H: 1.964 4.387 2.954  0.09
H: 3.622 3.737 2.936  0.10
H: 2.494 3.291 4.250  0.09
C: -10.291 2.920 2.023  -0.03
O: -9.870 1.575 1.756  -0.01
C: -8.714 1.461 1.060  -0.62
O: -8.085 2.360 0.601  0.13
O: -8.468 0.167 0.948  0.01
C: -7.268 -0.244 0.288  -0.02
H: -10.309 3.356 1.029  0.10
H: -9.645 3.447 2.698  0.08
H: -11.250 2.828 2.574  0.11
H: -7.348 -1.320 0.154  0.10
H: -6.367 0.063 0.800  0.08
H: -7.240 0.211 -0.709  0.10
C: -5.550 3.587 1.741  0.03
O: -6.346 3.109 2.928  0.01
C: -5.970 1.954 3.485  -0.56
O: -5.079 1.230 3.082  0.09
O: -6.757 1.746 4.578  -0.02
C: -6.709 0.526 5.190  -0.09
H: -5.824 4.613 1.573  0.10
H: -5.866 3.081 0.889  0.04
H: -4.498 3.466 1.855  0.06
H: -7.011 -0.216 4.462  0.10
H: -7.305 0.575 6.109  0.10
H: -5.645 0.315 5.487  0.11
C: -3.176 -2.104 2.692  0.02
O: -3.957 -2.682 1.569  0.02
C: -3.425 -3.478 0.666  -0.64
O: -4.018 -3.906 -0.297  0.12
O: -2.177 -3.849 0.960  -0.02
C: -1.553 -4.673 -0.006  -0.04
H: -2.502 -1.293 2.422  0.07
H: -2.626 -2.841 3.197  0.07
H: -3.990 -1.766 3.288  0.08
H: -1.305 -4.205 -0.973  0.09
H: -2.114 -5.541 -0.252  0.09
H: -0.673 -5.006 0.526  0.07
C: -1.142 3.491 -2.679  0.01
O: -2.307 4.096 -2.065  -0.02
C: -3.512 4.208 -2.641  -0.65
O: -3.750 3.974 -3.798  0.11
O: -4.358 4.786 -1.813  0.00
C: -5.756 4.716 -2.361  0.02
H: -1.049 4.002 -3.611  0.09
H: -1.219 2.437 -2.831  0.07
H: -0.259 3.761 -2.061  0.08
H: -6.326 5.458 -1.867  0.08
H: -6.113 3.677 -2.254  0.10
H: -5.766 4.960 -3.439  0.10
C: -3.357 1.316 -0.036  0.05
O: -1.965 1.139 -0.591  0.02
C: -1.618 -0.052 -0.932  -0.66
O: -2.144 -1.118 -0.711  0.13
O: -0.413 -0.016 -1.467  -0.01
C: 0.124 -1.230 -1.937  -0.03
H: -3.284 1.279 1.070  0.09
H: -3.894 0.414 -0.359  0.09
H: -3.865 2.244 -0.375  0.09
H: -0.511 -1.711 -2.642  0.07
H: 0.301 -1.893 -1.084  0.10
H: 1.059 -0.991 -2.438  0.08
C: 4.262 -1.601 -0.699  0.00
O: 4.695 -2.421 -1.835  0.00
C: 4.170 -2.039 -3.005  -0.56
O: 3.545 -1.007 -3.193  0.09
O: 4.467 -3.000 -3.910  -0.01
C: 3.723 -2.921 -5.118  -0.05
H: 3.229 -1.359 -0.586  0.06
H: 4.818 -0.699 -0.744  0.09
H: 4.502 -2.296 0.159  0.10
H: 2.686 -2.566 -4.963  0.08
H: 3.721 -3.939 -5.542  0.10
H: 4.098 -2.198 -5.890  0.10
C: 2.441 2.018 6.609  -0.06
O: 1.101 2.071 6.139  0.01
C: 0.683 0.997 5.477  -0.58
O: 1.372 0.032 5.204  0.11
O: -0.520 1.228 4.931  0.00
C: -0.966 0.354 3.886  -0.01
H: 2.569 1.202 7.349  0.11
H: 2.696 3.026 7.063  0.12
H: 3.204 1.785 5.938  0.06
H: -0.961 -0.618 4.302  0.08
H: -0.256 0.465 3.049  0.10
H: -1.955 0.652 3.642  0.07

Output
HOMO level, hartree: -0.337
Lowest unoccupied orbital energy, eV: 0.6

Record-wise molecular weight values, in u: 469.49, 343.43, 1261.31